C3H9NO2 | the ωB97M-V functional and the def2-TZVPD basis

Cartesian coordinates (Å):
C (2.62, -2.73, 0.57)
C (1.76, -2.06, -0.19)
O (0.98, -1.02, 0.30)
H (3.14, -3.58, 0.15)
H (2.62, -2.69, 1.65)
H (1.45, -2.26, -1.20)
H (0.68, -1.22, 1.18)
N (-1.34, 2.42, -1.11)
C (-1.53, 1.66, 0.10)
O (-2.84, 1.62, 0.63)
H (-0.89, 1.89, -1.84)
H (-1.11, 3.38, -0.92)
H (-0.79, 1.93, 0.86)
H (-1.36, 0.61, -0.17)
H (-3.41, 2.03, -0.01)

Results
HOMO energy: -0.350 hartree
LUMO energy: 0.0338 hartree

Results of the Mulliken charge analysis, in e, for atoms 1 through 5:
1. C -0.7241
2. C 0.0896
3. O -0.4656
4. H 0.2316
5. H 0.2633